*w*
A gas-phase ion, C5H6N (charge +1), computed with ωB97M-V/def2-TZVPD.

Net charge ... +1
Gap between HOMO and LUMO (spin up / spin down) ... 7.45 / 9.30 eV
LUMO level (spin up / spin down) ... -5.6 / -5.8 eV
Structure (SMILES) ... C=[N+]1C=C=CC1
E_HOMO (spin up / spin down) ... -13.1 / -15.1 eV

Each atom is followed by the atoms it is bonded to, with distances in Å.
Geometry (Å):
1 C 1.6898 -0.4046 0.0115  N2 1.265, H7 1.077, H8 1.086
2 N 0.4638 -0.1383 0.1765  C1 1.265, C3 1.330, C6 1.462
3 C -0.2530 -1.2413 -0.0173  N2 1.330, C4 1.378, H9 1.073
4 C -1.5751 -0.8575 -0.0844  C3 1.378, C5 1.349
5 C -1.7256 0.4755 0.0540  C4 1.349, C6 1.500, H10 1.074
6 C -0.3476 1.0611 -0.0284  N2 1.462, C5 1.500, H11 1.095, H12 1.094
7 H 2.0885 -1.3864 0.2034  C1 1.077
8 H 2.4066 0.3579 -0.2797  C1 1.086
9 H 0.1461 -2.2346 -0.0924  C3 1.073
10 H -2.6175 1.0363 0.2611  C5 1.074
11 H -0.0810 1.5404 -0.9763  C6 1.095
12 H -0.1949 1.7916 0.7720  C6 1.094

Want to see where the charge sits? The Löwdin charges in e are: 0.160, -0.093, -0.042, 0.151, 0.010, -0.046, 0.126, 0.132, 0.151, 0.124, 0.166, 0.160

---

*x*
A gas-phase ion, C5H6N (charge +1), computed with ωB97M-V/def2-TZVPD.

Net charge ... +1
Gap between HOMO and LUMO ... 10.19 eV
LUMO level ... -5.5 eV
E_HOMO ... -15.6 eV

Each atom is followed by the atoms it is bonded to, with distances in Å.
Geometry (Å):
1 C 1.5814 -1.1051 -0.9365  C2 1.306
2 C 2.3831 -0.2031 -0.4360  C1 1.306, C3 1.522, H7 1.069
3 C 1.3861 0.5194 0.4592  C2 1.522, N6 1.254, H8 1.150
4 C -1.0291 0.5904 -0.1643  C5 1.542, N6 1.252, H9 1.104
5 C -1.9952 -0.5646 0.1674  C4 1.542, H10 1.047, H11 1.067, H12 1.053
6 N 0.1577 0.4698 0.2148  C3 1.254, C4 1.252
7 H 3.3213 0.3051 -0.3647  C2 1.069
8 H 1.8040 1.0980 1.3609  C3 1.150
9 H -1.3133 1.3496 -0.9143  C4 1.104
10 H -1.9161 -0.7881 1.1873  C5 1.047
11 H -1.4168 -1.2850 -0.3666  C5 1.067
12 H -2.9631 -0.3864 -0.2071  C5 1.053

Want to see where the charge sits? The Löwdin charges in e are: 0.301, -0.112, -0.040, -0.005, 0.034, 0.087, 0.119, 0.195, 0.174, 0.083, 0.083, 0.082

---

Q: Which of them is the least stable? A: *x*.

---

*w*
C4H7OP in the gas phase, computed with ωB97M-V/def2-TZVPD.

Net charge ... 0
Gap between HOMO and LUMO ... 10.44 eV
LUMO level ... 0.9 eV
Structure (SMILES) ... O=[PH]1CC=CC1
E_HOMO ... -9.6 eV

Each atom is followed by the atoms it is bonded to, with distances in Å.
Geometry (Å):
1 O -2.6989 0.2826 0.3092  P2 1.472
2 P -1.3510 0.1424 -0.2641  O1 1.472, C3 1.836, C6 2.125, H7 1.361
3 C -0.3675 -1.3594 0.1210  P2 1.836, C4 1.512, H8 1.224, H9 1.114
4 C 1.0324 -0.7899 0.1510  C3 1.512, C5 1.337, H10 1.067
5 C 1.3041 0.5109 -0.0012  C4 1.337, C6 1.518, H11 1.100
6 C 0.1994 1.5454 0.1129  P2 2.125, C5 1.518, H12 1.033, H13 1.006
7 H -1.3966 0.1782 -1.6241  P2 1.361
8 H -0.6948 -2.1400 -0.7635  C3 1.224
9 H -0.5687 -1.6637 1.1731  C3 1.114
10 H 1.6813 -1.6294 0.2601  C4 1.067
11 H 2.3926 0.6649 -0.0322  C5 1.100
12 H 0.2070 1.9285 1.0718  C6 1.033
13 H 0.2607 2.3296 -0.5138  C6 1.006

Want to see where the charge sits? The Löwdin charges in e are: -0.421, 0.744, -0.301, -0.215, -0.178, -0.141, 0.013, 0.146, 0.097, 0.087, 0.103, 0.047, 0.020

---

*x*
2 unconnected molecules or ions with the total composition C4H7OP, computed with ωB97M-V/def2-TZVPD.

Net charge ... 0
Gap between HOMO and LUMO (spin up / spin down) ... 6.75 / 6.34 eV
LUMO level (spin up / spin down) ... -0.7 / -0.9 eV
E_HOMO (spin up / spin down) ... -7.4 / -7.2 eV

Each atom is followed by the atoms it is bonded to, with distances in Å.
Geometry (Å):
1 C -0.8864 0.6304 -0.2255  C2 1.274, C3 1.532, H7 1.178
2 C 0.0481 0.3514 0.5947  C1 1.274, C4 1.463
3 C -0.7954 0.0232 -1.6293  C1 1.532, H8 1.054, H9 1.050, H10 1.050
4 C 0.6292 0.5988 1.9141  C2 1.463, H11 1.068, H12 1.162, H13 1.041
5 O 0.9626 -2.8269 -1.2348  P6 1.423
6 P 1.3920 -2.1086 -0.0844  O5 1.423
7 H -1.4965 1.6124 0.0009  C1 1.178
8 H 0.1963 0.2456 -1.9093  C3 1.054
9 H -0.8059 -1.0194 -1.5028  C3 1.050
10 H -1.4117 0.2988 -2.4331  C3 1.050
11 H 1.5940 0.9696 1.6453  C4 1.068
12 H -0.0718 1.4401 2.3015  C4 1.162
13 H 0.6454 -0.2152 2.5628  C4 1.041

Want to see where the charge sits? The Löwdin charges in e are: -0.212, -0.252, -0.121, -0.140, -0.583, 0.837, 0.137, 0.048, 0.014, 0.052, 0.063, 0.115, 0.039

---

*y*
C4H7OP in the gas phase, computed with ωB97M-V/def2-TZVPD.

Net charge ... 0
Gap between HOMO and LUMO ... 10.96 eV
LUMO level ... 0.8 eV
Structure (SMILES) ... C#CP(C)(C)=O
E_HOMO ... -10.2 eV

Each atom is followed by the atoms it is bonded to, with distances in Å.
Geometry (Å):
1 C 2.4559 -0.8973 0.0003  C2 1.225, H7 1.049
2 C 1.6397 -0.0094 -0.2163  C1 1.225, P3 1.780
3 P 0.0807 0.8300 -0.0287  C2 1.780, C4 1.851, C5 1.842, O6 1.473
4 C -0.7305 -0.0325 1.3938  P3 1.851, H8 1.154, H9 1.113, H10 1.218
5 C -0.8409 0.0984 -1.4464  P3 1.842, H11 1.067, H12 1.097, H13 1.056
6 O 0.0899 2.3032 -0.0539  P3 1.473
7 H 3.2475 -1.4981 0.3365  C1 1.049
8 H -1.8537 0.1290 1.1867  C4 1.154
9 H -0.5593 -1.1315 1.4157  C4 1.113
10 H -0.5508 0.3594 2.5327  C4 1.218
11 H -0.3290 0.3173 -2.3564  C5 1.067
12 H -0.8424 -0.9929 -1.3375  C5 1.097
13 H -1.8070 0.5245 -1.4266  C5 1.056

Want to see where the charge sits? The Löwdin charges in e are: 0.082, -0.194, 0.501, -0.210, -0.178, -0.360, 0.017, 0.062, 0.043, 0.105, 0.041, 0.058, 0.032

---

Q: Which of them is the least stable? A: *x*.

---

*w*
C6H6O in the gas phase, computed with ωB97M-V/def2-TZVPD.

Net charge ... 0
Gap between HOMO and LUMO ... 9.42 eV
LUMO level ... 0.6 eV
Structure (SMILES) ... Oc1ccccc1
E_HOMO ... -8.8 eV

Each atom is followed by the atoms it is bonded to, with distances in Å.
Geometry (Å):
1 O 1.7639 1.3502 1.1801  C2 1.392, H8 0.971
2 C 0.7799 0.6529 0.4853  O1 1.392, C3 1.411, C7 1.379
3 C -0.4829 0.4488 1.0808  C2 1.411, C4 1.400, H9 1.089
4 C -1.1799 -0.6849 0.6449  C3 1.400, C5 1.431, H10 1.081
5 C -1.1809 -0.9137 -0.7678  C4 1.431, C6 1.386, H11 1.085
6 C -0.1921 -0.2573 -1.4834  C5 1.386, C7 1.419, H12 1.081
7 C 0.9753 0.1269 -0.7740  C2 1.379, C6 1.419, H13 1.094
8 H 2.4351 0.6662 1.3346  O1 0.971
9 H -0.5939 0.8818 2.0739  C3 1.089
10 H -1.9170 -1.1857 1.2565  C4 1.081
11 H -2.0462 -1.4428 -1.1525  C5 1.085
12 H -0.2353 -0.0388 -2.5412  C6 1.081
13 H 1.8740 0.3964 -1.3371  C7 1.094

Want to see where the charge sits? The Löwdin charges in e are: 0.019, -0.338, -0.022, -0.073, -0.094, -0.096, -0.036, 0.112, 0.113, 0.097, 0.098, 0.102, 0.117

---

*x*
C6H6O in the gas phase, computed with ωB97M-V/def2-TZVPD.

Net charge ... 0
Gap between HOMO and LUMO ... 9.36 eV
LUMO level ... 0.8 eV
Structure (SMILES) ... C[C@@]12[C@H]3[C@@H]1[C@]32C=O
E_HOMO ... -8.5 eV

Each atom is followed by the atoms it is bonded to, with distances in Å.
Geometry (Å):
1 C 1.6223 1.0615 0.2773  C2 1.454, H8 1.188, H9 1.085, H10 1.113
2 C 0.6039 0.0378 0.1027  C1 1.454, C3 1.524, C4 1.456, C5 1.515
3 C 0.2770 -1.3015 -0.5460  C2 1.524, C4 1.457, C5 1.419, H11 1.109
4 C -0.1095 -1.0040 0.8270  C2 1.456, C3 1.457, C5 1.568, H12 1.097
5 C -0.7609 -0.3407 -0.4355  C2 1.515, C3 1.419, C4 1.568, C6 1.448
6 C -2.1178 0.1383 -0.5951  C5 1.448, O7 1.224, H13 1.161
7 O -2.6882 0.8135 0.2515  C6 1.224
8 H 1.3633 1.5716 1.3186  C1 1.188
9 H 1.6461 1.8145 -0.5042  C1 1.085
10 H 2.6207 0.5805 0.3852  C1 1.113
11 H 0.8106 -2.0014 -1.2204  C3 1.109
12 H -0.6222 -1.3080 1.7483  C4 1.097
13 H -2.6454 -0.0622 -1.6095  C6 1.161

Want to see where the charge sits? The Löwdin charges in e are: -0.031, -0.265, -0.061, -0.002, -0.183, -0.215, 0.023, 0.129, 0.073, 0.090, 0.149, 0.153, 0.139

---

*y*
C6H6O in the gas phase, computed with ωB97M-V/def2-TZVPD.

Net charge ... 0
Gap between HOMO and LUMO ... 10.32 eV
LUMO level ... 0.9 eV
Structure (SMILES) ... C#C[C@H]1C/C1=C\O
E_HOMO ... -9.4 eV

Each atom is followed by the atoms it is bonded to, with distances in Å.
Geometry (Å):
1 C 2.8521 -0.0227 0.7570  C2 1.200, H8 1.063
2 C 1.8941 -0.2698 0.0775  C1 1.200, C3 1.439
3 C 0.7181 -0.6044 -0.6812  C2 1.439, C4 1.475, C5 1.461, H9 1.079
4 C -0.4825 -0.9248 0.1141  C3 1.475, C5 1.580, H10 1.096, H11 1.090
5 C -0.3414 0.4003 -0.7353  C3 1.461, C4 1.580, C6 1.311
6 C -1.3806 1.1859 -0.5921  C5 1.311, O7 1.393, H12 1.086
7 O -2.3718 0.6730 0.2416  C6 1.393, H13 0.965
8 H 3.7294 0.1881 1.3192  C1 1.063
9 H 0.8456 -1.1965 -1.5739  C3 1.079
10 H -0.4397 -0.8726 1.2077  C4 1.096
11 H -1.2196 -1.6399 -0.2521  C4 1.090
12 H -1.6658 2.1423 -1.0212  C6 1.086
13 H -2.1378 0.9411 1.1385  O7 0.965

Want to see where the charge sits? The Löwdin charges in e are: 0.130, -0.097, -0.283, -0.064, -0.079, -0.157, -0.063, 0.025, 0.145, 0.118, 0.116, 0.111, 0.099

---

Q: Which of them is the least stable? A: *x*.

---

*w*
C6H6O in the gas phase, computed with ωB97M-V/def2-TZVPD.

Net charge ... 0
Gap between HOMO and LUMO ... 7.96 eV
LUMO level ... 0.7 eV
Structure (SMILES) ... CC1=C(C)C1=C=O
E_HOMO ... -7.3 eV

Each atom is followed by the atoms it is bonded to, with distances in Å.
Geometry (Å):
1 C -0.6435 1.9861 -0.0017  C2 1.462, H8 1.091, H9 1.089, H10 1.089
2 C -0.1064 0.6290 -0.0795  C1 1.462, C3 1.298, C5 1.507
3 C -0.1870 -0.6667 -0.0673  C2 1.298, C4 1.460, C5 1.520
4 C -0.8725 -1.9534 0.0057  C3 1.460, H11 1.091, H12 1.090, H13 1.089
5 C 1.2126 -0.0900 -0.2016  C2 1.507, C3 1.520, C6 1.273
6 C 2.4514 -0.0581 0.0879  C5 1.273, O7 1.185
7 O 3.6348 0.0010 0.0848  C6 1.185
8 H -0.7962 2.2573 1.0439  C1 1.091
9 H -1.5998 2.0443 -0.5200  C1 1.089
10 H 0.0516 2.6975 -0.4444  C1 1.089
11 H -0.7908 -2.3605 1.0145  C4 1.091
12 H -0.4291 -2.6702 -0.6851  C4 1.090
13 H -1.9251 -1.8162 -0.2372  C4 1.089

Want to see where the charge sits? The Löwdin charges in e are: -0.029, -0.136, -0.130, -0.033, -0.078, -0.207, 0.092, 0.089, 0.084, 0.087, 0.089, 0.088, 0.083

---

*x*
C6H6O in the gas phase, computed with ωB97M-V/def2-TZVPD.

Net charge ... 0
Gap between HOMO and LUMO ... 9.25 eV
LUMO level ... 0.6 eV
Structure (SMILES) ... C#CC1=CCOC1
E_HOMO ... -8.6 eV

Each atom is followed by the atoms it is bonded to, with distances in Å.
Geometry (Å):
1 C 2.4589 -0.1175 1.1988  C2 1.210, H8 1.066
2 C 1.7313 -0.5216 0.3205  C1 1.210, C3 1.433
3 C 0.5355 -0.4259 -0.4626  C2 1.433, C4 1.338, C7 1.520
4 C 0.1225 0.8466 -0.5033  C3 1.338, C5 1.489, H9 1.083
5 C -1.3094 0.8869 -0.0975  C4 1.489, O6 1.423, H10 1.104, H11 1.093
6 O -1.7056 -0.4724 0.0478  C5 1.423, C7 1.424
7 C -0.7083 -1.2952 -0.5479  C3 1.520, O6 1.424, H12 1.103, H13 1.093
8 H 3.0185 0.3491 1.9772  C1 1.066
9 H 0.8056 1.6852 -0.4433  C4 1.083
10 H -1.3137 1.3631 0.8983  C5 1.104
11 H -1.9869 1.4393 -0.7527  C5 1.093
12 H -0.9855 -1.4783 -1.5994  C7 1.103
13 H -0.6629 -2.2593 -0.0359  C7 1.093

Want to see where the charge sits? The Löwdin charges in e are: 0.111, -0.088, -0.216, -0.019, -0.180, -0.120, -0.145, 0.029, 0.125, 0.134, 0.120, 0.122, 0.126

---

Q: Which of them is the least stable? A: *x*.